# 1
Computed, not measured: an isolated molecule of C8H12O2 at a distorted geometry, with wB97M-V/def2-TZVPD.

Geometry (Å):
C -0.0094 0.4891 0.7284
C 0.3040 1.7319 0.6322
C -0.1605 -0.9645 -0.9012
C -1.0565 -1.3781 0.2493
C 0.1673 2.8395 1.6744
C 1.2196 2.1004 -0.5492
C 0.5406 -1.6385 -1.9699
C -1.3524 -2.7746 0.7043
O -0.8055 -0.4089 1.3247
O -1.6056 -0.8089 -0.8398
H -0.0968 2.3793 2.6494
H 1.1698 3.4360 1.6318
H -0.5817 3.5257 1.5387
H 1.5111 1.3110 -1.1424
H 0.7093 2.6936 -1.2458
H 2.1662 2.4939 -0.2006
H 0.6084 -0.9499 -2.7581
H -0.1059 -2.5249 -2.3474
H 1.3559 -2.1727 -1.7283
H -1.5096 -3.4696 -0.1407
H -2.0980 -2.8112 1.4710
H -0.3703 -3.0988 1.2194

Results
- Energy relative to the best compared isomer or geometry (same formula, charge and spin): 579.2 kJ/mol
- LUMO level: 0.834 eV
- Largest force on an atom: 0.125 Eh/bohr
- E_tot: -12579.4345 eV


# 2
Computed, not measured: a structure of composition C3H2Br2Cl2 at a distorted geometry, with wB97M-V/def2-TZVPD.

Geometry (Å):
C -0.7202 1.3243 -0.7603
C 0.4895 1.1654 -0.2646
C -0.3609 -1.9150 0.6257
Cl 1.3922 2.3902 0.5222
Cl 1.3098 -0.3564 -0.3845
Br 0.2558 -1.8670 2.3816
Br 0.1089 -3.5108 -0.2233
H -1.2384 2.2617 -0.6693
H -1.2367 0.5075 -1.2275

Results
- Energy relative to the best compared isomer or geometry (same formula, charge and spin): 258.1 kJ/mol
- LUMO level: -0.892 eV
- Largest force on an atom: 0.020 Eh/bohr
- E_tot: -168269.1474 eV


# 3
Computed, not measured: a cluster of 2 separate species, C3H11NO2S in total at a distorted geometry, with wB97M-V/def2-TZVPD.

Geometry (Å):
O -0.8726 -2.1412 0.7662
C 0.3462 -1.5758 1.3303
N 1.0221 -0.8011 0.3439
C 0.4872 0.5267 0.2816
C 1.2391 1.3482 -0.8365
S 1.3347 3.0705 -0.1491
H -0.6021 -2.6302 -0.0174
H 1.0392 -2.4343 1.5660
H 0.0926 -0.9866 2.1723
H 1.3102 -1.4150 -0.4492
H 0.5232 0.9586 1.2943
H -0.6620 0.4388 0.0316
H 0.7105 1.4089 -1.7932
H 2.2871 1.0242 -0.9366
H 0.0043 3.3241 -0.2846
O -2.4352 0.0662 -1.2375
H -3.0036 -0.4197 -1.7552
H -2.8209 0.2377 -0.3269

Results
- SMILES: OCNCCS.O
- Energy relative to the best compared isomer or geometry (same formula, charge and spin): 113.5 kJ/mol
- LUMO level: 0.686 eV
- Largest force on an atom: 0.084 Eh/bohr
- E_tot: -19708.3494 eV


| no. | HOMO (eV) |
| --- | --- |
| 1 | -8.214 |
| 2 | -8.980 |
| 3 | -8.508 |